(1)
C18H40BCl4CoO4 | ωB97M-V/def2-TZVPD

As for the multiplicity: 4. Its expectation value of S² is 3.76. The orbital gap (spin up / spin down) comes out at 0.1801 / 0.0941 Eh. For the energy above the lowest of the compared OMol25 structures with the same formula, charge and spin, the calculation gives 6.8857 eV. Its total charge is +1.

Last column: natural (NBO) charge in e.
Positions of all 68 atoms, in Å:
1 Co 1.50 0.29 2.19  1.235
2 B -0.58 1.50 0.59  -0.672
3 H -0.87 1.42 1.63  0.074
4 H -1.39 1.96 0.03  0.103
5 H 0.22 2.23 0.60  0.238
6 H -0.23 0.58 0.17  -0.016
7 C 6.64 2.41 -0.40  -0.436
8 C 5.99 1.63 -1.49  -0.426
9 C 4.55 1.73 -1.17  -0.062
10 O 4.52 1.68 0.26  -0.575
11 C 5.73 2.22 0.83  -0.073
12 H 6.69 3.46 -0.69  0.214
13 H 7.66 2.04 -0.29  0.227
14 H 6.31 0.59 -1.39  0.199
15 H 6.08 1.95 -2.53  0.230
16 H 3.84 1.03 -1.60  0.194
17 H 4.24 2.72 -1.52  0.158
18 H 6.24 1.55 1.52  0.181
19 H 5.47 3.16 1.32  0.183
20 C 3.82 -4.51 -0.79  -0.429
21 C 3.02 -3.95 -1.95  -0.443
22 C 2.05 -3.21 -1.14  -0.074
23 O 2.66 -2.59 0.01  -0.569
24 C 3.92 -3.30 0.18  -0.075
25 H 4.81 -4.81 -1.12  0.226
26 H 3.33 -5.33 -0.25  0.211
27 H 2.70 -4.65 -2.73  0.245
28 H 3.61 -3.25 -2.54  0.203
29 H 1.29 -3.90 -0.78  0.173
30 H 1.67 -2.38 -1.74  0.188
31 H 3.99 -3.64 1.22  0.182
32 H 4.75 -2.67 -0.11  0.173
33 C -2.07 -4.18 3.03  -0.431
34 C -1.14 -4.52 4.11  -0.444
35 C -0.34 -3.25 4.27  -0.071
36 O -0.69 -2.36 3.29  -0.541
37 C -1.99 -2.72 2.84  -0.088
38 H -3.10 -4.53 3.07  0.227
39 H -1.75 -4.60 2.08  0.203
40 H -0.59 -5.43 3.87  0.232
41 H -1.82 -4.57 4.96  0.218
42 H 0.74 -3.37 4.28  0.179
43 H -0.65 -2.90 5.26  0.165
44 H -2.12 -2.44 1.80  0.186
45 H -2.92 -2.27 3.17  0.178
46 C -5.72 1.36 -4.12  -0.430
47 C -6.73 0.39 -3.51  -0.445
48 C -5.94 -0.89 -3.40  -0.074
49 O -4.81 -0.69 -4.27  -0.538
50 C -4.31 0.66 -4.20  -0.066
51 H -5.77 2.33 -3.62  0.205
52 H -5.98 1.70 -5.12  0.212
53 H -7.64 0.36 -4.10  0.215
54 H -7.19 0.72 -2.58  0.210
55 H -6.66 -1.65 -3.73  0.198
56 H -5.61 -1.19 -2.41  0.164
57 H -3.85 0.98 -5.13  0.193
58 H -3.62 0.89 -3.39  0.157
59 C -0.19 6.76 0.12  -0.354
60 Cl 0.98 6.63 1.53  -0.059
61 Cl 0.18 8.30 -0.78  -0.024
62 H -0.04 5.86 -0.48  0.212
63 H -1.26 6.80 0.34  0.226
64 C -4.22 4.31 3.21  -0.429
65 Cl -5.45 3.50 4.20  -0.023
66 Cl -4.41 5.98 3.40  0.023
67 H -3.23 3.98 3.54  0.211
68 H -4.31 4.12 2.14  0.219

***

(2)
C11H8FeN2O3STe4 | ωB97M-V/def2-TZVPD

As for the multiplicity: 6. Its expectation value of S² is 8.79. The orbital gap (spin up / spin down) comes out at 0.2206 / 0.1737 Eh. For the energy above the lowest of the compared OMol25 structures with the same formula, charge and spin, the calculation gives 2.0336 eV. Its total charge is -1.

Last column: natural (NBO) charge in e.
Positions of all 30 atoms, in Å:
1 Fe -0.18 -1.26 -0.25  1.035
2 O 1.32 -1.36 1.27  -0.640
3 N 1.38 -0.46 2.23  0.021
4 C 2.51 -0.44 2.97  0.030
5 C 2.66 0.42 4.03  -0.280
6 C 1.61 1.29 4.33  -0.189
7 C 0.48 1.28 3.55  -0.232
8 C 0.35 0.40 2.46  0.029
9 S -1.00 0.37 1.41  -0.284
10 H 3.25 -1.16 2.66  0.234
11 H 3.58 0.41 4.59  0.221
12 H 1.69 1.96 5.18  0.214
13 H -0.34 1.95 3.75  0.229
14 Te -1.41 -2.97 0.99  0.068
15 Te -2.67 -5.20 1.67  -0.354
16 Te -2.27 -5.33 -2.39  -0.365
17 Te -0.96 -3.17 -1.64  0.063
18 O 2.20 0.15 -3.33  -0.661
19 C 1.29 -0.20 -2.59  0.747
20 O 1.28 -1.13 -1.73  -0.802
21 C -0.04 0.55 -2.70  0.107
22 C -0.29 1.43 -3.73  -0.214
23 C -1.52 2.08 -3.76  -0.165
24 C -2.44 1.83 -2.76  -0.258
25 C -2.10 0.93 -1.76  0.062
26 N -0.92 0.30 -1.74  -0.499
27 H 0.47 1.59 -4.48  0.246
28 H -1.75 2.78 -4.56  0.211
29 H -3.40 2.31 -2.74  0.217
30 H -2.78 0.70 -0.95  0.208

***

(3)
H30NO17S | ωB97M-V/def2-TZVPD

As for the multiplicity: 1. The orbital gap comes out at 0.3154 Eh. For the energy above the lowest of the compared OMol25 structures with the same formula, charge and spin, the calculation gives 0.0000 eV. Its total charge is -1.

Last column: natural (NBO) charge in e.
Positions of all 49 atoms, in Å:
1 N -0.37 3.21 -2.30  -0.845
2 H -1.02 3.89 -2.74  0.432
3 H -0.87 2.59 -1.84  0.443
4 H 0.38 3.84 -1.84  0.488
5 H 0.33 2.80 -2.82  0.465
6 S -0.02 -0.23 -0.40  2.796
7 O -0.76 0.85 0.09  -1.062
8 O -0.81 -1.44 -0.42  -1.085
9 O 0.42 0.06 -1.69  -1.074
10 O 1.08 -0.51 0.54  -1.075
11 O -0.08 3.02 1.12  -1.032
12 H -0.37 2.74 1.98  0.496
13 H -0.37 2.19 0.63  0.466
14 O -2.84 1.17 1.27  -1.026
15 H -1.93 1.09 0.74  0.477
16 H -3.20 0.22 1.12  0.482
17 O -0.90 -3.70 1.46  -0.968
18 H -1.00 -4.49 1.00  0.469
19 H -0.90 -3.01 0.78  0.496
20 O 3.18 1.13 0.77  -1.011
21 H 2.50 0.43 0.76  0.515
22 H 3.18 1.73 1.63  0.494
23 O -0.60 0.56 -4.13  -0.947
24 H 0.02 0.40 -3.37  0.483
25 H -1.43 0.87 -3.64  0.447
26 O -1.18 1.71 3.36  -1.060
27 H -1.56 1.13 2.46  0.500
28 H -0.38 1.34 3.80  0.496
29 O 2.36 -2.69 -0.23  -0.945
30 H 1.89 -1.97 0.41  0.468
31 H 2.75 -3.04 0.51  0.444
32 O -3.11 -1.55 0.70  -0.984
33 H -3.07 -1.55 1.60  0.462
34 H -2.20 -1.46 0.27  0.498
35 O 1.19 -1.81 2.67  -1.015
36 H 0.22 -2.29 2.59  0.493
37 H 1.13 -1.44 1.72  0.480
38 O 2.33 1.93 -1.73  -1.053
39 H 1.57 1.26 -1.75  0.476
40 H 2.84 1.81 -0.89  0.521
41 O 1.72 -1.21 -3.29  -0.977
42 H 1.04 -0.61 -2.77  0.459
43 H 1.24 -1.66 -3.95  0.454
44 O -1.94 -2.52 -2.52  -0.968
45 H -2.57 -2.98 -2.26  0.433
46 H -1.40 -2.14 -1.76  0.497
47 O 1.17 0.49 4.09  -0.973
48 H 1.20 -0.16 3.39  0.509
49 H 1.13 0.01 4.89  0.465

***

- multiplicity of number 2 (C11H8FeN2O3STe4)?
  6

***

What did the second record say?
C11H8FeN2O3STe4 | ωB97M-V/def2-TZVPD

As for the multiplicity: 6. Its expectation value of S² is 8.79. The orbital gap (spin up / spin down) comes out at 0.2206 / 0.1737 Eh. For the energy above the lowest of the compared OMol25 structures with the same formula, charge and spin, the calculation gives 2.0336 eV. Its total charge is -1.

Last column: natural (NBO) charge in e.
Positions of all 30 atoms, in Å:
1 Fe -0.18 -1.26 -0.25  1.035
2 O 1.32 -1.36 1.27  -0.640
3 N 1.38 -0.46 2.23  0.021
4 C 2.51 -0.44 2.97  0.030
5 C 2.66 0.42 4.03  -0.280
6 C 1.61 1.29 4.33  -0.189
7 C 0.48 1.28 3.55  -0.232
8 C 0.35 0.40 2.46  0.029
9 S -1.00 0.37 1.41  -0.284
10 H 3.25 -1.16 2.66  0.234
11 H 3.58 0.41 4.59  0.221
12 H 1.69 1.96 5.18  0.214
13 H -0.34 1.95 3.75  0.229
14 Te -1.41 -2.97 0.99  0.068
15 Te -2.67 -5.20 1.67  -0.354
16 Te -2.27 -5.33 -2.39  -0.365
17 Te -0.96 -3.17 -1.64  0.063
18 O 2.20 0.15 -3.33  -0.661
19 C 1.29 -0.20 -2.59  0.747
20 O 1.28 -1.13 -1.73  -0.802
21 C -0.04 0.55 -2.70  0.107
22 C -0.29 1.43 -3.73  -0.214
23 C -1.52 2.08 -3.76  -0.165
24 C -2.44 1.83 -2.76  -0.258
25 C -2.10 0.93 -1.76  0.062
26 N -0.92 0.30 -1.74  -0.499
27 H 0.47 1.59 -4.48  0.246
28 H -1.75 2.78 -4.56  0.211
29 H -3.40 2.31 -2.74  0.217
30 H -2.78 0.70 -0.95  0.208

***

- The highest total charge belongs to which entry?
  C18H40BCl4CoO4

***

- The highest multiplicity belongs to which entry?
  C11H8FeN2O3STe4